[1]
124
Properties=species:S:1:pos:R:3:mulliken_charge:R:1 method="wB97M-V/def2-TZVPD" orbital_gap_ha=0.259 largest_force_ev_per_a=1.89 e_tot_ha=-140383.49868 homo_ev=-11.064 charge=+1 spin_multiplicity=1
C -1.656 2.593 -0.603 -1.067
C -1.096 1.364 -1.320 0.740
O -2.052 0.822 -2.202 -0.467
C -1.835 -0.549 -2.510 -0.673
C -0.544 -0.715 -3.340 0.379
C -0.707 -1.594 -4.588 -1.401
C 0.256 -1.190 -5.709 -0.594
C 1.721 -1.375 -5.302 -0.842
N 2.478 -0.128 -5.062 1.326
C 3.784 -0.089 -5.207 -1.132
C 4.579 1.032 -4.950 -0.978
C 3.906 2.144 -4.522 0.000
C 2.510 2.015 -4.433 -0.005
O 1.843 3.103 -4.026 -0.508
N 1.793 0.944 -4.685 -0.482
H -1.507 3.461 -1.238 0.282
H -1.121 2.710 0.333 0.222
H -2.726 2.456 -0.470 0.310
H -0.252 1.719 -1.934 -0.402
H -0.663 0.644 -0.619 0.018
H -2.700 -0.817 -3.109 0.420
H -1.782 -1.117 -1.580 0.324
H 0.218 -1.122 -2.675 0.332
H -0.298 0.280 -3.691 -0.001
H -0.493 -2.638 -4.355 0.339
H -1.735 -1.538 -4.937 0.518
H 0.084 -1.890 -6.525 0.261
H 0.028 -0.210 -6.119 0.465
H 2.245 -1.971 -6.043 0.382
H 1.740 -1.948 -4.377 0.267
H 4.261 -0.997 -5.546 0.586
H 5.640 1.033 -5.049 1.126
H 4.424 3.057 -4.277 0.706
H 0.931 2.854 -3.818 0.293
C -1.278 5.484 2.659 -0.281
Br -3.038 4.726 2.724 0.045
Br -0.010 4.444 3.661 0.032
Br -0.658 5.717 0.855 -0.067
H -1.336 6.461 3.117 0.260
C -3.684 4.213 6.999 -0.362
Br -3.470 6.055 6.484 -0.005
Br -5.038 3.339 5.947 0.027
Br -2.017 3.259 6.934 -0.003
H -4.017 4.203 8.026 0.368
C -6.551 -0.183 6.346 -0.364
Br -5.881 -0.438 4.559 0.036
Br -8.168 -1.180 6.647 -0.018
Br -5.212 -0.581 7.669 0.034
H -6.797 0.864 6.448 0.248
C 2.735 -0.622 -9.563 -0.302
Br 2.224 0.975 -8.608 -0.040
Br 4.514 -1.192 -9.094 -0.050
Br 1.457 -2.035 -9.317 -0.011
H 2.744 -0.378 -10.615 0.407
C 3.400 3.710 1.724 -0.341
Br 3.574 5.577 1.301 -0.017
Br 1.989 2.872 0.722 0.140
Br 5.057 2.764 1.507 -0.011
H 3.127 3.642 2.768 0.332
C -5.189 8.247 3.870 -0.035
Br -5.911 9.711 4.883 -0.013
Br -6.267 7.834 2.333 -0.001
Br -3.352 8.565 3.379 0.013
H -5.199 7.376 4.511 0.033
C 7.114 3.108 -7.633 -0.458
Br 6.551 4.665 -6.655 0.042
Br 8.872 2.529 -7.127 0.008
Br 5.807 1.695 -7.435 0.125
H 7.150 3.367 -8.681 0.370
C 4.392 8.214 -5.086 -0.321
Br 3.769 9.747 -4.114 -0.025
Br 6.186 7.731 -4.581 -0.054
Br 3.188 6.716 -4.910 0.013
H 4.415 8.483 -6.131 0.372
C -5.798 -4.186 6.057 0.769
Br -5.126 -4.433 4.271 0.052
Br -7.416 -5.181 6.363 0.013
Br -4.459 -4.582 7.381 -0.001
H -6.047 -3.138 6.159 -0.799
C -5.300 -8.294 2.017 -0.329
Br -4.854 -8.247 3.884 0.133
Br -7.179 -8.602 1.749 0.028
Br -4.696 -6.716 1.088 -0.045
H -4.775 -9.135 1.587 0.295
C -3.516 -11.841 4.856 -0.152
Br -5.278 -12.618 4.885 -0.006
Br -2.274 -12.841 5.927 -0.012
Br -2.880 -11.607 3.055 -0.040
H -3.598 -10.855 5.292 0.185
C -6.815 -10.473 7.636 -0.081
Br -8.537 -10.612 6.791 -0.002
Br -5.953 -8.803 7.209 0.031
Br -6.921 -10.751 9.535 -0.013
H -6.199 -11.263 7.231 0.033
C 2.601 -0.988 2.605 -0.329
Br 2.092 0.448 3.780 -0.014
Br 1.413 -1.120 1.093 0.079
Br 4.433 -0.840 2.031 -0.004
H 2.521 -1.904 3.173 0.240
C 4.901 -2.533 -1.630 -0.241
Br 3.360 -3.619 -1.280 0.038
Br 6.263 -3.495 -2.584 -0.018
Br 4.429 -0.885 -2.525 0.151
H 5.316 -2.253 -0.672 0.207
C -9.699 -9.237 -1.317 -0.019
Br -11.131 -10.375 -0.724 -0.001
Br -8.239 -10.253 -2.048 0.001
Br -10.318 -7.895 -2.549 -0.010
H -9.322 -8.719 -0.447 -0.001
C 2.597 -6.387 2.030 -0.409
Br 1.481 -7.273 0.740 0.000
Br 4.464 -6.719 1.714 -0.012
Br 2.219 -4.498 2.100 0.062
H 2.357 -6.797 2.999 0.383
C 7.095 6.921 2.106 -0.107
Br 8.853 6.227 1.743 -0.012
Br 6.484 6.432 3.861 -0.004
Br 7.005 8.822 1.821 0.053
H 6.420 6.463 1.398 0.068
C 8.704 12.425 1.587 -0.193
Br 9.822 13.669 2.533 -0.019
Br 6.922 13.113 1.339 -0.004
Br 9.496 11.883 -0.082 0.008
H 8.621 11.540 2.201 0.176

[2]
14
Properties=species:S:1:pos:R:3:mulliken_charge:R:1 method="wB97M-V/def2-TZVPD" relative_energy_kcal_mol=5.47 orbital_gap_ha="0.318 / 0.282" largest_force_ev_per_a=2.08 e_tot_ha=-613.32996 homo_ev="-5.623 / -5.622" s2=0.758 charge=-1 spin_multiplicity=2
C -0.566 -1.864 -0.204 -0.725
C -1.431 -0.831 -0.078 0.039
O -1.022 0.313 0.539 -0.363
C -1.765 1.522 0.416 0.801
O -2.904 1.469 -0.017 -0.659
O -1.028 2.484 0.719 -0.798
H 0.112 -2.067 0.626 0.220
H -2.345 -0.734 -0.663 0.321
H -0.779 -2.615 -0.964 0.253
O 2.044 -0.696 -0.812 -0.444
O 3.904 0.301 -0.861 -0.536
O 2.383 0.985 0.618 -0.871
C 2.766 0.242 -0.313 0.804
Li 0.632 1.492 0.995 0.960

[3]
55
Properties=species:S:1:pos:R:3:mulliken_charge:R:1 method="wB97M-V/def2-TZVPD" orbital_gap_ha=0.201 largest_force_ev_per_a=1.26 e_tot_ha=-6052.40677 homo_ev=-10.731 charge=+1 spin_multiplicity=1
C 3.241 2.532 1.201 -1.991
C 2.031 1.662 1.308 0.626
C 1.482 0.954 0.280 0.957
C 2.105 1.063 -1.089 -1.176
C 2.065 2.468 -1.588 0.553
O 1.491 3.391 -1.079 -0.684
Br 3.138 2.843 -3.142 -0.075
C 0.282 0.167 0.446 0.513
C -0.263 -0.629 -0.710 -1.507
C 0.624 -1.814 -1.058 -0.261
O 0.010 -2.567 -2.082 -0.390
Si 1.016 -3.246 -3.223 0.653
C 2.372 -4.288 -2.465 -1.110
C 1.807 -1.953 -4.325 -1.079
C -0.066 -4.332 -4.295 -1.230
C -0.362 0.156 1.662 0.135
C -1.646 -0.583 1.930 -1.519
O -2.720 0.089 1.284 -0.397
C -3.471 0.936 2.073 0.499
C -4.057 0.521 3.261 -0.318
C -4.830 1.409 3.994 -0.660
C -5.044 2.707 3.543 -0.513
C -4.457 3.107 2.350 -0.451
C -3.672 2.230 1.616 -0.386
C 0.197 0.892 2.729 0.648
N -0.303 0.997 3.969 -0.572
S 0.655 1.952 4.793 0.165
N 1.753 2.303 3.665 -0.749
C 1.379 1.640 2.566 1.104
H 3.824 2.528 2.110 0.507
H 2.855 3.549 0.979 0.011
H 3.898 2.233 0.394 0.506
H 1.552 0.492 -1.822 0.301
H 3.140 0.742 -1.111 0.663
H -1.200 -1.069 -0.409 0.593
H -0.463 0.006 -1.570 0.363
H 0.741 -2.421 -0.160 0.321
H 1.633 -1.513 -1.346 0.330
H 2.656 -5.041 -3.194 0.378
H 2.055 -4.820 -1.575 0.328
H 3.277 -3.731 -2.242 0.330
H 2.505 -1.287 -3.824 0.301
H 1.035 -1.387 -4.836 0.297
H 2.374 -2.490 -5.081 0.382
H -0.011 -4.009 -5.329 0.362
H -1.101 -4.284 -3.975 0.289
H 0.267 -5.363 -4.266 0.360
H -1.616 -1.595 1.547 0.496
H -1.787 -0.651 3.002 0.570
H -3.912 -0.487 3.612 0.482
H -5.290 1.096 4.917 0.386
H -5.661 3.386 4.101 0.412
H -4.637 4.108 1.994 0.379
H -3.236 2.567 0.690 0.431
Cu 2.347 4.835 -0.220 0.440

[4]
11
Properties=species:S:1:pos:R:3:mulliken_charge:R:1 method="wB97M-V/def2-TZVPD" relative_energy_kcal_mol=63.86 orbital_gap_ha=0.317 largest_force_ev_per_a=0.62 e_tot_ha=-339.47990 homo_ev=-9.030 spin_multiplicity=1
N -1.146 -1.639 1.127 -0.500
C -1.224 -0.758 0.283 0.342
C -1.319 0.253 -0.569 -0.313
N -0.260 0.901 -1.222 -0.460
C 0.930 0.941 -0.764 0.093
C 1.439 0.433 0.549 -0.082
O 2.592 0.089 0.683 -0.457
H -1.121 -2.602 0.792 0.283
H -2.314 0.539 -0.894 0.340
H 1.691 1.415 -1.386 0.379
H 0.732 0.426 1.400 0.374

[5]
7
Properties=species:S:1:pos:R:3:mulliken_charge:R:1 method="wB97M-V/def2-TZVPD" relative_energy_kcal_mol=1.95 orbital_gap_ha=0.421 largest_force_ev_per_a=1.06 e_tot_ha=-1495.40525 homo_ev=-10.982 spin_multiplicity=1
C 0.294 -1.719 2.094 0.232
C 0.152 -0.917 1.216 -0.908
C 0.019 0.004 0.056 0.557
Cl -1.683 0.616 -0.107 -0.117
Cl 1.068 1.416 0.193 -0.097
Cl 0.431 -0.961 -1.445 -0.119
H 0.348 -2.407 2.907 0.453

[6]
13
Properties=species:S:1:pos:R:3:mulliken_charge:R:1 method="wB97M-V/def2-TZVPD" relative_energy_kcal_mol=146.67 orbital_gap_ha="0.335 / 0.308" largest_force_ev_per_a=3.50 e_tot_ha=-298.98832 homo_ev="-13.542 / -14.180" charge=+1 spin_multiplicity=1
C 0.282 0.037 0.794 0.535
C -0.963 0.462 0.034 -0.362
N 1.028 -0.749 0.094 -0.509
N -0.737 -0.322 -1.248 -0.144
N 0.590 0.587 1.937 -0.393
N 0.433 -0.911 -1.151 -0.090
H -2.061 0.412 0.439 0.355
H -0.719 1.482 -0.241 0.282
H -1.495 -0.825 -1.661 0.302
H -0.087 1.274 2.322 0.249
H 1.496 0.391 2.529 0.311
H 1.748 -0.023 -2.301 0.167
H 0.484 -1.815 -1.545 0.297

[7]
90
Properties=species:S:1:pos:R:3:mulliken_charge:R:1 method="wB97M-V/def2-TZVPD" relative_energy_kcal_mol=0.00 orbital_gap_ha=0.355 largest_force_ev_per_a=2.47 e_tot_ha=-2695.97147 homo_ev=-9.060 spin_multiplicity=1
C 4.929 2.946 0.676 -1.177
C 3.905 2.547 1.749 0.359
C 2.451 2.946 1.463 -0.742
O 1.638 1.864 1.052 -0.121
C 2.002 1.306 -0.200 -1.500
P 0.419 0.631 -1.003 3.226
C 1.320 0.092 -2.522 -1.701
C 2.750 -0.450 -2.497 -1.089
C 2.902 -1.901 -1.991 -0.127
P 4.486 -2.084 -1.177 0.727
O 5.595 -1.661 -2.038 -0.807
O 4.433 -1.210 0.159 -0.455
C 3.993 -1.566 1.488 -0.102
C 2.852 -2.561 1.604 -0.897
O 4.477 -3.612 -0.747 -0.280
C 5.627 -4.166 -0.072 -0.120
C 5.548 -5.682 -0.114 -1.309
C 0.054 -0.437 0.430 -0.375
C -0.462 -1.841 0.142 0.782
C -1.812 -2.216 0.542 -1.079
O -0.554 -2.683 1.254 -0.602
C -0.324 2.315 -1.099 -1.904
C -1.652 2.529 -0.383 -0.342
C -1.509 2.774 1.113 -1.277
I -2.616 4.281 -1.226 0.013
O -1.144 -0.105 -1.719 -0.607
N -1.594 0.392 -2.904 0.033
O -2.184 -0.417 -3.535 -0.443
H 5.241 2.091 0.075 0.242
H 5.828 3.374 1.116 0.338
H 4.512 3.685 -0.011 0.333
H 4.194 2.957 2.718 0.538
H 3.913 1.460 1.864 -0.463
H 1.971 3.352 2.353 0.370
H 2.422 3.735 0.696 0.436
H 2.756 0.523 -0.059 -0.223
H 2.459 2.072 -0.844 0.887
H 0.696 -0.632 -3.045 0.485
H 1.307 0.992 -3.147 0.474
H 3.082 -0.444 -3.535 0.493
H 3.443 0.216 -1.988 0.535
H 2.979 -2.575 -2.848 0.571
H 2.058 -2.256 -1.401 -0.041
H 4.870 -1.915 2.037 0.504
H 3.708 -0.612 1.933 -0.085
H 2.158 -2.479 0.771 0.049
H 3.192 -3.593 1.633 0.328
H 2.288 -2.362 2.515 0.440
H 6.524 -3.791 -0.567 0.455
H 5.634 -3.803 0.957 0.150
H 5.847 -6.109 0.843 0.356
H 6.180 -6.104 -0.891 0.337
H 4.517 -5.985 -0.291 0.303
H -0.731 0.068 0.992 0.139
H 0.959 -0.523 1.024 -0.088
H -0.116 -2.317 -0.769 0.378
H -2.353 -1.659 1.295 0.149
H -2.286 -3.086 0.113 0.354
H 0.389 3.029 -0.689 0.707
H -0.420 2.537 -2.162 0.746
H -2.368 1.739 -0.585 0.575
H -1.083 3.756 1.312 0.445
H -2.486 2.737 1.595 0.494
H -0.872 2.018 1.571 0.208
C -4.576 0.124 5.391 -0.560
C -3.386 -0.727 5.833 -0.588
C -2.782 -1.126 4.492 -0.429
O -3.049 -0.041 3.598 -0.304
C -3.998 0.852 4.184 -0.464
H -4.934 0.808 6.158 0.335
H -5.407 -0.516 5.088 0.273
H -2.679 -0.123 6.404 0.283
H -3.665 -1.589 6.437 0.341
H -3.256 -2.032 4.100 0.302
H -1.705 -1.291 4.532 0.272
H -3.485 1.772 4.486 0.278
H -4.747 1.107 3.433 0.270
C -6.232 0.976 -5.252 -0.630
C -4.993 1.286 -4.413 -0.245
C -5.411 2.574 -3.717 -0.112
O -6.828 2.489 -3.542 -0.427
C -7.350 1.408 -4.311 -0.442
H -6.311 -0.069 -5.545 0.343
H -6.238 1.588 -6.157 0.280
H -4.825 0.493 -3.683 0.114
H -4.082 1.401 -4.998 0.332
H -5.179 3.451 -4.332 0.231
H -4.943 2.716 -2.742 -0.007
H -7.634 0.591 -3.638 0.253
H -8.245 1.750 -4.833 0.299

[8]
47
Properties=species:S:1:pos:R:3:mulliken_charge:R:1 method="wB97M-V/def2-TZVPD" relative_energy_kcal_mol=0.00 orbital_gap_ha=0.244 largest_force_ev_per_a=1.04 e_tot_ha=-7844.26454 homo_ev=-9.213 spin_multiplicity=1
Ru -0.327 -0.338 0.473 2.159
O -3.198 0.469 2.458 -0.515
As -1.821 1.499 2.248 0.306
O -0.445 0.352 2.195 -0.336
O -1.752 1.313 0.389 0.764
C -2.650 1.907 -0.470 0.457
C -3.207 3.135 -0.149 -0.918
C -4.115 3.742 -1.002 -0.788
C -4.465 3.125 -2.193 -0.626
C -3.900 1.903 -2.519 -0.559
C -2.994 1.291 -1.670 0.571
S -2.636 -1.324 -1.302 0.348
O -3.486 -1.007 -0.161 -0.562
O -2.402 0.123 -2.098 -0.339
O -1.160 -1.527 -0.825 -0.486
H -3.282 -0.237 1.786 0.365
H -2.919 3.633 0.770 0.439
H -4.540 4.699 -0.733 0.415
H -5.170 3.591 -2.867 0.399
H -4.143 1.398 -3.445 0.479
F 4.120 -3.697 0.021 -0.204
C 3.304 -3.040 0.834 0.638
F 3.077 -3.766 1.924 -0.232
F 3.860 -1.886 1.182 -0.169
S 1.711 -2.738 -0.043 0.806
O 1.981 -1.812 -1.083 -0.464
O 1.121 -4.003 -0.289 -0.588
N 0.943 -1.843 1.150 -0.293
S -0.203 -2.608 2.069 0.849
O -0.197 -4.022 2.124 -0.516
O -1.429 -1.908 1.650 -0.576
C 0.221 -2.051 3.823 0.797
F 0.555 -3.132 4.511 -0.214
F 1.230 -1.200 3.834 -0.208
F -0.853 -1.501 4.368 -0.229
Cl 6.173 1.085 -2.429 -0.184
C 4.555 1.012 -1.861 0.213
C 4.289 1.122 -0.500 0.162
Cl 5.573 1.332 0.619 -0.177
C 2.975 1.063 -0.040 0.746
Cl 2.623 1.215 1.636 -0.148
C 1.933 0.876 -0.940 -1.322
O 0.643 0.848 -0.554 -0.775
C 2.198 0.790 -2.307 0.679
Cl 0.880 0.548 -3.371 -0.155
C 3.504 0.853 -2.767 0.171
Cl 3.825 0.719 -4.446 -0.180